Computed, not measured: one molecule with the formula C4H8O2, with wB97M-V/def2-TZVPD.

Last column: natural (NBO) charge in e.
Atoms and positions in Å:
1 C -2.10896 -0.35528 -0.59522  -0.621
2 C -0.61169 -0.32296 -0.38726  -0.072
3 O -0.32906 0.70210 0.53656  -0.473
4 C 0.94494 0.93915 0.90686  0.065
5 C 2.13225 0.34921 0.54698  0.135
6 O 3.32661 0.45285 0.79445  -0.648
7 H -2.45978 0.60397 -0.98618  0.221
8 H -2.61822 -0.55537 0.35169  0.221
9 H -2.36867 -1.14200 -1.30859  0.218
10 H -0.24102 -1.28592 0.00607  0.168
11 H -0.07727 -0.12284 -1.33228  0.169
12 H 0.99863 1.75064 1.62187  0.213
13 H 1.82084 -0.23683 -0.59724  0.202
14 H 1.72054 -0.83105 0.11654  0.204

Properties
HOMO ... -7.97 eV
Energy relative to the best compared isomer or geometry (same formula, charge and spin) ... 118.8 kcal per mole
Kohn-Sham gap ... 8.61 eV